(1)
{
  "formula": "C34H56BrN9PS3Tc",
  "method": "the ωB97M-V functional and the def2-TZVPD basis",
  "species": ["H", "H", "C", "C", "C", "H", "Tc", "H", "C", "H", "C", "H", "H", "H", "C", "H", "C", "C", "H", "H", "C", "H", "C", "H", "H", "N", "C", "C", "C", "C", "H", "N", "C", "S", "C", "H", "H", "H", "H", "C", "H", "H", "H", "C", "H", "C", "C", "N", "H", "H", "H", "H", "H", "N", "H", "N", "H", "H", "H", "H", "C", "H", "C", "C", "H", "H", "P", "C", "H", "H", "H", "C", "H", "H", "H", "C", "H", "N", "C", "C", "H", "H", "H", "C", "H", "C", "C", "N", "H", "H", "H", "C", "H", "S", "H", "C", "H", "N", "C", "H", "H", "S", "N", "H", "Br"],
  "positions_angstrom": [[7.57, -1.67, -4.21], [0.52, -2.41, -2.14], [-0.02, 3.01, 3.84], [-2.34, 1.33, 5.27], [-3.06, 3.18, 0.07], [4.75, -3.38, -2.73], [-1.07, -0.21, 1.01], [-2.03, 4.25, 5.20], [-3.34, -1.85, -3.24], [1.73, 0.12, 2.42], [3.01, 1.58, 1.45], [0.07, 5.06, 2.27], [5.92, -3.48, -4.50], [3.94, 1.01, 3.20], [1.86, 0.80, 1.59], [-0.18, 2.67, 4.86], [-2.88, -1.23, -0.94], [-4.23, 4.48, 1.87], [-5.57, 2.13, 2.18], [1.11, -5.21, -6.41], [-4.85, -2.54, -1.42], [-4.71, 4.48, 2.85], [1.01, 1.71, -0.34], [-5.56, 2.59, 0.49], [6.39, -2.93, -6.09], [4.04, 1.50, 2.33], [0.58, -2.47, -4.29], [-4.94, 2.18, 1.29], [5.81, -0.68, -3.47], [-0.77, 4.42, 1.98], [0.78, 3.75, 3.87], [4.49, -2.49, -2.34], [3.18, -2.18, -2.35], [-1.39, -0.40, -1.31], [1.13, -4.68, 0.28], [6.75, -0.67, -5.38], [-2.82, 0.71, 6.03], [-1.47, 0.78, 4.90], [-1.04, 5.46, 4.41], [1.90, -3.53, 0.35], [-3.17, -0.42, 3.37], [-0.35, -4.80, -5.51], [4.85, -2.41, -5.42], [0.74, -4.72, -5.51], [-2.00, 2.24, 5.76], [-3.73, 3.10, 1.45], [5.89, -2.62, -5.17], [-3.05, -1.85, -4.35], [-4.34, -0.23, 4.67], [-0.40, 3.72, 1.22], [1.11, -5.29, -4.65], [-1.52, 5.07, 1.53], [-2.30, 3.95, 0.00], [-0.05, -2.24, 0.86], [-3.45, 5.24, 1.86], [-1.63, 1.22, 1.97], [0.49, -4.05, -2.80], [2.96, -3.54, 0.16], [2.27, 3.16, -1.28], [-2.62, 2.23, -0.23], [-3.67, -1.86, -1.85], [6.46, -2.05, -1.92], [-3.36, 1.60, 4.16], [1.18, -3.26, -5.46], [2.78, -4.03, -3.06], [6.36, 0.21, -3.17], [-2.50, 2.38, 2.69], [-4.47, 2.49, 4.74], [-0.51, -2.45, -4.39], [1.84, -1.43, 0.62], [-5.30, 2.62, 4.05], [-3.94, 0.24, 3.76], [0.31, 2.17, 3.24], [-2.70, 5.22, 3.88], [-4.75, 0.30, 3.04], [-0.77, -3.38, 0.83], [-4.99, 4.79, 1.14], [2.35, -3.18, -2.71], [-0.23, -4.61, 0.54], [1.26, -2.34, 0.63], [-4.87, 2.00, 5.63], [0.88, -2.76, -6.39], [-0.86, -5.49, 0.52], [2.15, 2.48, -0.45], [-3.84, 3.42, -0.66], [-1.26, 3.69, 3.23], [-1.81, 4.71, 4.24], [3.14, 2.44, 0.43], [4.84, -0.33, -3.84], [4.79, 2.16, 2.24], [0.92, -1.44, -4.33], [0.92, -3.05, -2.92], [2.27, -3.20, -5.43], [2.61, -0.66, -1.89], [5.29, -0.85, -1.38], [5.56, -1.51, -2.21], [-1.83, -3.29, 1.03], [0.87, 0.87, 0.70], [6.58, -1.39, -4.58], [-4.11, 3.47, 5.04], [0.22, 1.75, -1.07], [-3.22, -1.16, 0.77], [-5.79, -3.10, -1.06], [-4.66, 1.17, 1.00], [1.93, -6.32, -0.19]],
  "multiplicity": 4,
  "relative_energy_ev": 1.1709,
  "charge": 1,
  "e_homo_ha": [-0.385, -0.386],
  "s_squared": 3.78,
  "max_force_ev_per_a": 0.28,
  "e_tot_ha": -6012.550217
}

---

(2)
{
  "formula": "C3H5Br3O2",
  "method": "the ωB97M-V functional and the def2-TZVPD basis",
  "species": ["C", "Br", "H", "O", "H", "H", "H", "H", "C", "Br", "C", "Br", "O"],
  "positions_angstrom": [[3.02, -0.13, 0.13], [4.81, -1.15, 0.65], [0.79, 1.97, -1.07], [0.88, 0.61, 1.15], [-1.30, -0.93, -0.66], [-0.95, -0.96, 1.06], [2.55, -0.44, 1.03], [-2.04, 0.16, 0.41], [0.04, 0.58, 0.29], [3.33, 1.76, 0.07], [-1.07, -0.38, 0.24], [2.38, -0.89, -1.52], [0.00, 1.45, -0.76]],
  "relative_energy_ev": 0.0000,
  "charge": 0,
  "e_homo_ha": -0.374,
  "max_force_ev_per_a": 3.60,
  "e_tot_ha": -7989.802544
}

---

(3)
{
  "formula": "C20H55Cl2N24O13",
  "method": "the ωB97M-V functional and the def2-TZVPD basis",
  "species": ["H", "H", "H", "H", "N", "N", "H", "H", "H", "O", "O", "H", "C", "C", "H", "C", "H", "C", "N", "N", "N", "H", "C", "H", "H", "H", "O", "N", "N", "C", "H", "H", "C", "N", "H", "H", "C", "H", "N", "H", "N", "H", "H", "H", "N", "C", "C", "N", "O", "C", "N", "O", "H", "O", "O", "H", "H", "C", "H", "H", "C", "O", "Cl", "O", "H", "H", "C", "O", "O", "H", "N", "H", "N", "H", "H", "N", "H", "O", "N", "H", "C", "H", "H", "N", "N", "H", "C", "N", "C", "C", "N", "H", "C", "H", "H", "H", "N", "H", "H", "C", "H", "H", "N", "H", "Cl", "H", "O", "N", "H", "H", "H", "H", "H", "H"],
  "positions_angstrom": [[3.56, -3.41, -1.74], [3.55, -2.31, 6.03], [-2.52, 2.27, -4.26], [-4.32, 1.07, -3.72], [-2.01, 1.86, -3.49], [-7.09, 2.78, -6.42], [-0.98, 2.31, 5.83], [-1.48, 3.17, 4.40], [-2.72, 2.17, -0.19], [-0.95, -2.06, -5.62], [-3.38, 4.34, 2.04], [-2.37, 2.00, 2.60], [-0.86, -1.86, 1.35], [1.49, 5.32, 6.59], [-4.33, 0.00, -2.33], [0.87, -4.43, 0.47], [5.65, -2.90, 5.09], [-7.58, 2.34, -7.62], [0.01, -1.15, -0.85], [-0.09, -2.10, 0.14], [-8.79, 2.84, -8.00], [-0.45, -0.23, -0.86], [-2.78, 3.83, 1.10], [-1.17, 3.94, -0.20], [-2.57, -3.19, -3.58], [3.51, -3.43, 4.71], [0.27, 6.37, 1.74], [1.78, 7.89, 2.49], [1.31, 4.77, 5.35], [3.45, -1.39, 4.20], [9.08, -3.72, 3.14], [-1.52, -2.72, 1.52], [-2.01, -3.79, -4.30], [-2.26, 1.16, 3.13], [6.45, -3.21, 1.02], [1.26, -3.33, 2.29], [-1.74, 1.10, 4.39], [-5.72, 0.28, -7.69], [1.19, -1.03, -2.89], [1.39, 4.84, 8.57], [3.51, -2.48, 5.04], [4.97, -4.38, -2.09], [1.84, -4.76, 0.08], [-0.22, -1.68, 2.21], [3.46, -1.72, 2.88], [2.06, -1.61, -3.89], [-4.15, 0.29, -6.42], [1.20, -2.91, -1.45], [-1.95, 0.46, -1.69], [-2.57, 0.96, -2.65], [-1.36, 2.31, 4.90], [1.91, -3.00, -5.80], [-9.16, 2.53, -8.88], [0.31, -3.28, -4.24], [4.16, -2.49, 0.32], [-1.06, 2.15, -3.33], [1.49, 5.38, 4.57], [1.45, -2.68, -4.77], [-2.65, -4.08, -5.13], [1.04, 3.82, 5.18], [0.63, -3.14, -0.26], [3.46, -0.25, 4.62], [-0.34, -5.60, -0.12], [-6.96, 1.54, -8.30], [-1.26, 7.39, 3.42], [-4.47, -0.87, -8.10], [0.82, -1.68, -1.78], [6.65, -3.29, 2.88], [1.83, 6.48, 6.75], [-4.04, 2.23, 0.94], [-3.85, 0.65, -2.92], [-6.20, 2.39, -6.13], [4.48, -3.73, -1.51], [1.01, 3.51, 7.54], [-1.50, -0.99, 1.21], [-1.66, 4.36, 0.56], [2.38, -0.82, -4.58], [-4.61, 1.18, -5.69], [8.60, -3.56, 4.01], [9.11, -3.59, 4.86], [0.55, 7.31, 2.49], [3.55, -0.99, 2.20], [2.03, 8.64, 3.10], [1.27, 4.47, 7.65], [6.16, -3.55, 0.11], [-1.64, -4.68, -3.80], [4.93, -3.21, -0.32], [-3.21, 2.64, 0.56], [-0.19, -4.87, 2.83], [-0.88, -2.95, -4.83], [-0.35, 7.81, 3.38], [-9.31, 3.51, -7.46], [7.26, -3.31, 3.94], [3.50, -2.67, 2.56], [-0.14, 8.56, 4.01], [-7.56, 3.44, -5.84], [6.63, -3.10, 5.14], [0.87, -0.08, -3.02], [0.01, -4.68, 3.89], [0.98, -4.35, 2.01], [-1.29, 5.22, 0.96], [-0.30, -5.95, 2.69], [-2.95, -0.29, -6.16], [-2.44, 0.03, -5.36], [2.42, -5.33, 2.48], [6.77, -4.16, -0.40], [-1.61, 0.04, 4.99], [-4.83, -0.16, -7.50], [-2.57, 0.29, 2.73], [-2.55, -1.03, -6.71], [-1.14, -4.40, 2.56], [2.95, -2.03, -3.40], [2.46, 7.53, 1.85], [7.10, -3.12, 6.02]],
  "charge": 1,
  "e_homo_ha": -0.411,
  "max_force_ev_per_a": 0.93,
  "e_tot_ha": -4008.046582
}